ORCA calculation (the ωB97M-V functional and the def2-TZVPD basis) on a structure of composition C30H61AsBF6IrN6S3Si4.

The energy above the lowest of the compared OMol25 structures with the same formula, charge and spin is 0.00 kcal/mol. The calculation puts the frontier orbital gap (spin up / spin down) at 5.641 / 5.640 eV. For the largest force on an atom, the calculation gives 0.476 eV/A. The net charge is +2. As for the HOMO energy (spin up / spin down): -13.401 / -13.401 eV.

XYZ file:
```
113
Properties=species:S:1:pos:R:3:forces:R:3
H -1.4663 -5.5938 3.3966 0.002 -0.002 -0.003
H 2.6715 3.2200 0.6884 -0.003 -0.020 -0.006
S -0.9628 1.8794 -0.7872 -0.122 -0.024 0.032
C 4.4704 1.8120 -1.4714 -0.053 -0.116 0.059
N -3.1900 0.2556 -0.6888 -0.033 0.022 -0.045
H 2.3727 4.3013 -0.6742 0.019 0.002 -0.004
H -4.4307 -0.2186 1.0624 -0.016 0.005 -0.004
C 1.8401 2.2362 -3.1425 0.070 -0.006 0.008
H -4.2908 4.8299 -3.1293 0.001 0.000 0.001
N -2.7522 -1.6008 1.2600 -0.007 -0.130 -0.078
H 2.6260 -0.3550 -3.9799 -0.062 0.019 -0.049
H -1.0471 -6.4229 -0.1710 0.000 -0.004 0.007
H 4.8893 2.7584 -1.8314 -0.036 0.029 -0.008
C -2.8852 -3.4172 2.5158 -0.015 -0.010 0.012
C -4.2419 3.9106 -2.5460 0.025 0.008 -0.028
C -1.8384 3.6687 -3.1274 -0.012 -0.003 -0.006
C 0.3195 -4.6719 1.5472 -0.012 -0.035 0.023
C -0.3590 2.6604 3.9435 -0.008 -0.001 -0.002
H 5.7638 0.2775 1.0389 0.010 -0.020 -0.002
H 0.3231 4.0655 2.4577 -0.013 0.004 0.008
N -3.2440 1.7045 -2.3474 -0.055 -0.050 -0.018
H -5.0820 1.0292 -3.2310 -0.012 -0.007 0.005
C -0.8976 3.7902 4.8156 0.017 0.014 0.018
C -1.4952 -5.4365 -0.0561 0.006 0.021 0.026
N -1.9138 -3.6107 1.5607 -0.021 0.084 -0.054
C -2.7540 2.6304 3.0996 -0.047 -0.006 0.004
C -4.3102 -0.0006 -1.4515 0.005 -0.031 -0.003
H 0.9324 1.8964 5.4865 0.000 0.009 -0.005
F -1.1706 0.6409 -4.1906 0.091 -0.003 0.059
C -1.4421 1.0855 2.2174 -0.055 0.005 -0.010
C 2.7982 -2.0514 2.5177 -0.051 0.022 -0.071
H 0.5207 -4.3315 2.5634 -0.006 0.012 0.008
Si 3.4917 -0.4492 1.8326 0.043 -0.012 0.112
H 5.0011 -2.8133 -0.5233 -0.016 0.008 0.076
H -4.1861 -1.6742 2.8546 -0.005 -0.005 -0.005
C 5.3532 -0.5456 1.6255 -0.089 0.047 -0.049
As -0.7721 -1.0414 -4.1197 -0.089 0.068 -0.074
C -3.3969 -2.1813 2.3291 -0.030 -0.001 -0.001
H -3.0452 1.7392 -4.9545 0.010 0.048 0.027
H -5.0066 -0.7758 -1.1873 0.005 -0.006 -0.009
H 5.4788 -2.6927 -2.2135 0.011 -0.017 0.032
H 0.8025 1.9150 -3.1581 -0.069 -0.047 -0.021
H 1.0993 2.4812 2.3374 -0.057 0.034 -0.066
H 2.1952 1.1757 3.2389 0.125 -0.084 0.026
H -1.5767 4.0109 -2.1259 0.010 0.004 -0.023
N -2.6795 0.9076 1.7347 0.089 0.002 0.029
H 0.7186 -3.9425 0.8464 0.017 0.051 -0.049
Si 2.6160 2.0211 -1.4800 -0.298 0.204 0.116
S -0.8114 -2.2241 -0.5598 -0.057 -0.029 0.141
H 0.8509 -5.6110 1.3912 -0.007 0.004 0.003
H -1.0464 3.0432 -3.5279 0.019 -0.047 -0.013
H 2.2762 -3.7746 -0.9642 -0.032 0.003 0.007
H 5.7262 -1.4790 1.2185 -0.011 -0.086 -0.075
F 0.2945 -0.5488 -2.6066 0.023 0.100 0.054
C -1.6633 -5.9205 2.3751 0.031 -0.042 0.010
H -1.6812 3.4518 5.4940 0.001 0.000 -0.003
B -3.2620 -0.1802 0.8140 0.060 0.048 0.037
H -3.0403 3.4582 3.7186 -0.007 -0.018 -0.024
H 5.5916 -1.2726 -1.1871 0.024 0.021 0.031
H -1.0965 -4.8070 -0.8500 0.008 0.029 -0.012
Si 3.2770 -1.7779 -2.0299 -0.125 -0.083 0.015
C -2.5309 1.2813 -1.2882 0.096 -0.039 0.007
F -2.0577 -1.2603 -2.9867 -0.106 0.148 0.002
C -1.1728 -4.9122 1.3428 0.024 0.026 0.011
C 4.9906 -2.1572 -1.3911 -0.024 0.010 -0.090
H 1.7087 -2.0098 2.5807 0.005 -0.037 0.031
C -3.5659 2.6304 -4.6086 0.018 0.003 -0.038
C -3.4964 1.8799 2.2622 -0.025 0.038 0.029
H -1.2605 4.6314 4.2245 0.006 0.001 0.004
C 2.2306 -3.3185 -1.9556 0.026 0.055 0.001
H 4.8634 1.6454 -0.4677 0.012 0.007 -0.020
Si 2.3354 -0.2490 -0.2992 0.385 -0.262 0.099
H -4.5415 1.9347 2.0154 0.001 0.003 -0.002
Ir 0.0421 -0.2024 -0.4550 0.083 0.017 -0.315
C -1.8387 -2.4808 0.8287 0.094 0.004 0.079
F 0.6243 -0.7479 -5.0601 0.025 0.031 0.096
H -5.2333 3.4581 -2.5504 0.000 -0.003 0.003
H -1.9204 4.5574 -3.7528 0.002 -0.008 -0.017
H 3.7042 1.8842 2.6485 -0.013 0.015 0.009
H 3.1839 -2.2322 3.5236 0.039 0.020 -0.001
N -1.4699 2.1279 3.0798 0.031 -0.070 -0.050
H -1.1136 -6.8471 2.2188 -0.005 -0.002 -0.001
H 3.0703 -2.9085 1.8974 0.010 0.011 -0.012
C 0.7220 3.2260 3.0297 -0.041 0.077 -0.005
F -1.7490 -1.4520 -5.4393 0.021 -0.011 -0.017
H 4.8176 1.0212 -2.1330 0.013 -0.022 -0.018
C 2.1208 3.3251 -0.2475 0.056 -0.036 -0.037
C -4.3526 0.8936 -2.4553 0.027 -0.021 -0.042
H 5.7608 -0.4425 2.6356 -0.005 -0.008 0.004
C 3.2364 0.9701 3.0219 -0.049 0.002 -0.121
H -3.1502 -4.1696 3.2336 -0.006 0.031 -0.013
C 3.4331 -1.0308 -3.7252 -0.021 0.039 0.060
C -3.1943 2.9821 -3.1659 -0.013 0.000 0.005
S -0.0708 0.0562 1.8301 0.003 0.049 0.171
H 3.4059 -1.8380 -4.4618 0.010 -0.043 0.036
H -3.2775 3.4591 -5.2532 -0.033 0.022 0.003
F -0.2468 -2.6428 -3.7934 -0.030 -0.011 -0.052
H -0.6951 1.2128 5.5120 -0.001 0.006 0.000
H -3.9760 4.1715 -1.5197 -0.001 -0.006 0.003
H 2.3751 1.7242 -3.9397 0.022 -0.010 0.029
H -0.0727 4.1546 5.4261 0.001 -0.001 0.004
H 1.5539 3.5890 3.6335 0.002 -0.004 -0.008
H 1.0543 3.3302 -0.0276 0.027 0.042 0.008
H 1.8660 3.3107 -3.3546 -0.004 -0.003 -0.001
H 3.7361 0.7122 3.9595 0.036 -0.041 -0.011
H 1.1949 -3.1503 -2.2435 0.066 -0.018 0.031
H 2.6412 -4.0385 -2.6704 0.053 0.014 0.015
H -2.5723 -5.5373 -0.1929 0.001 0.005 -0.001
C 0.1181 1.5336 4.8596 -0.005 0.013 -0.011
H -2.7235 -6.1459 2.2580 0.003 -0.002 0.000
H -4.6399 2.4930 -4.7305 0.001 -0.028 -0.005
H 0.4780 0.6659 4.3112 0.001 -0.025 -0.011
H 4.3920 -0.5218 -3.8332 -0.012 0.040 -0.008
```
Positions in Å, forces in eV/Å.

Results of the Löwdin charge analysis, in e, for atoms 1 through 8: atom 1 (H): 0.0963, atom 2 (H): 0.0311, atom 3 (S): 0.7402, atom 4 (C): -0.1810, atom 5 (N): 0.0475, atom 6 (H): 0.0589, atom 7 (H): 0.1287, atom 8 (C): -0.1754